(1)
Formula: C33H44Cl2N7O8P2Tl
Source: OMol25
Level of theory: the ωB97M-V functional and the def2-TZVPD basis

Atoms and positions in Å:
Tl  0.535  -0.304  -0.697
C  -2.211  4.557  -1.201
N  -1.862  4.816  0.217
C  -0.859  5.868  0.386
P  -2.042  3.571  1.279
O  -2.373  2.276  0.673
O  -0.709  3.711  2.177
P  0.164  2.466  2.779
O  0.453  1.416  1.794
N  1.444  3.385  3.348
C  2.303  2.677  4.323
C  2.277  3.900  2.222
N  -0.659  1.987  4.106
C  -1.093  2.942  5.112
C  -1.178  0.619  4.222
N  -3.183  3.978  2.434
C  -4.536  3.431  2.293
C  -3.130  5.298  3.034
H  -1.319  4.425  -1.817
H  -2.795  5.397  -1.594
H  -2.797  3.646  -1.287
H  0.006  5.685  -0.261
H  -0.509  5.923  1.415
H  -1.290  6.838  0.115
H  1.698  2.215  5.104
H  2.970  3.405  4.788
H  2.912  1.898  3.857
H  1.663  4.467  1.523
H  2.762  3.090  1.666
H  3.039  4.567  2.632
H  -0.655  3.923  4.919
H  -0.780  2.616  6.113
H  -2.186  3.039  5.108
H  -0.946  0.041  3.331
H  -2.266  0.643  4.341
H  -0.745  0.117  5.095
H  -4.496  2.488  1.753
H  -5.204  4.117  1.748
H  -4.968  3.252  3.284
H  -2.092  5.617  3.162
H  -3.600  5.273  4.021
H  -3.651  6.053  2.425
Cl  -0.309  -3.253  -5.699
C  -1.598  -2.788  -4.599
C  -2.911  -3.105  -4.950
C  -3.962  -2.779  -4.131
Cl  -5.602  -3.237  -4.614
C  -3.735  -2.103  -2.904
C  -4.752  -1.738  -1.991
C  -4.434  -1.081  -0.835
C  -3.089  -0.768  -0.571
N  -2.122  -1.098  -1.396
C  -2.398  -1.761  -2.547
C  -1.230  -2.126  -3.388
O  -0.058  -1.880  -3.045
H  -3.098  -3.624  -5.883
H  -5.777  -1.999  -2.220
H  -5.205  -0.802  -0.126
H  -2.793  -0.247  0.336
O  -0.712  -1.455  1.547
N  -0.317  -2.484  2.101
N  0.748  -3.013  1.586
O  1.428  -2.555  0.557
C  1.230  -4.226  2.217
C  2.394  -4.771  1.701
C  2.914  -5.946  2.238
C  2.283  -6.587  3.293
C  1.113  -6.034  3.809
C  0.584  -4.863  3.284
H  2.865  -4.257  0.875
H  3.822  -6.368  1.817
H  2.685  -7.505  3.703
H  0.599  -6.527  4.628
H  -0.324  -4.437  3.676
C  1.472  3.278  -1.256
C  0.689  2.618  -2.421
O  0.375  3.375  -3.326
H  1.791  4.326  -1.481
H  2.333  2.659  -0.987
H  0.797  3.262  -0.385
C  5.213  -0.644  -0.026
C  4.041  -0.271  0.847
O  3.242  0.536  0.475
C  3.880  -0.923  2.179
C  4.902  -1.630  2.798
C  4.710  -2.196  4.056
C  3.483  -2.078  4.695
C  2.447  -1.395  4.066
C  2.648  -0.809  2.822
H  5.010  -0.280  -1.030
H  5.365  -1.730  -0.051
H  6.130  -0.174  0.344
H  5.858  -1.748  2.298
H  5.517  -2.732  4.534
H  3.331  -2.531  5.668
H  1.474  -1.328  4.539
H  1.849  -0.273  2.305

Computed properties:
**Max |F|**: 0.02639 hartree/bohr
**LUMO energy**: 3.8 eV
**Charge**: -2
**Kohn-Sham gap**: 3.13 eV

(2)
Formula: C4H5NO2
Source: OMol25
Level of theory: the ωB97M-V functional and the def2-TZVPD basis

Atoms and positions in Å:
C  0.128  -1.223  -0.587
N  1.234  -1.034  0.033
C  1.831  0.197  0.089
O  1.226  1.255  0.208
H  -0.184  -0.662  -1.471
H  -0.475  -2.096  -0.334
H  2.925  0.181  0.166
C  -1.365  0.218  0.697
C  -1.143  1.274  -0.077
O  -1.110  2.123  -0.868
H  -0.718  -0.012  1.532
H  -2.349  -0.221  0.612

Computed properties:
**Max |F|**: 0.01846 hartree/bohr
**SMILES**: C=NC=O.C=C=O
**LUMO energy**: 0.3 eV
**Kohn-Sham gap**: 9.32 eV

(3)
Formula: C5H8F4N2O
Source: OMol25
Level of theory: the ωB97M-V functional and the def2-TZVPD basis

Atoms and positions in Å:
C  -0.987  0.446  0.174
C  -1.354  -0.816  0.989
C  0.309  1.068  0.532
C  0.937  -1.227  0.761
C  0.634  2.192  -0.446
N  1.323  0.061  0.459
N  -0.002  -1.886  -1.724
O  -0.186  -1.585  1.406
F  1.965  -2.023  0.846
F  1.748  2.761  -0.166
F  0.720  1.787  -1.707
F  -0.372  3.100  -0.484
H  -0.974  0.334  -1.009
H  -1.834  1.096  0.287
H  -1.923  -0.426  1.860
H  -1.868  -1.499  0.339
H  0.244  1.511  1.611
H  1.949  0.088  -0.317
H  0.617  -2.628  -1.855
H  -0.946  -2.354  -1.555

Computed properties:
**Max |F|**: 0.07032 hartree/bohr
**LUMO energy (spin up / spin down)**: 0.2 / 0.5 eV
**Kohn-Sham gap (spin up / spin down)**: 6.76 / 8.20 eV